Computed, not measured: a structure of composition C43H36DyNO3P2S in a non-equilibrium geometry, with ωB97M-V/def2-TZVPD.

Summary:
charge	+2
LUMO (spin up / spin down)	-7.1 / -7.1	eV
orbital gap (spin up / spin down)	5.5 / 4.0	eV
E_tot	-3905.9604	a.u.
2S+1	6
HOMO level (spin up / spin down)	-0.461 / -0.408	Ha

Last column: Mulliken charge in e.
CARTESIAN COORDINATES (ANGSTROEM)
C (-0.87959, 3.82403, 0.88349)  -0.39
C (-0.39940, 3.16273, 2.03015)  0.24
C (0.76786, 3.61516, 2.66824)  -0.20
C (1.32652, 4.83709, 2.29590)  -0.83
C (0.74158, 5.57708, 1.25128)  -0.44
C (-0.34510, 5.05722, 0.51560)  -0.81
P (-0.74008, 1.44059, 2.15347)  1.39
C (-0.12411, 0.59052, 3.60078)  0.27
C (1.22357, 0.19612, 3.69015)  -0.05
C (1.65998, -0.62027, 4.73741)  -0.77
C (0.76801, -0.99518, 5.75098)  -0.56
C (-0.56979, -0.55472, 5.70720)  -0.83
C (-1.00439, 0.23317, 4.63920)  -0.48
Dy (-0.07826, -0.58058, 0.22289)  -0.57
P (0.86232, 0.06184, -2.33309)  1.43
C (2.01561, 1.21459, -1.47404)  0.31
C (1.96110, 2.60781, -1.63922)  -0.57
C (2.80577, 3.43180, -0.90714)  -0.63
C (3.71156, 2.89405, 0.00627)  -0.59
C (3.79521, 1.50863, 0.15981)  -0.79
C (3.00426, 0.66088, -0.62307)  -0.26
C (1.73459, -0.94751, -3.51393)  0.69
C (0.96700, -1.88170, -4.23468)  -0.68
C (1.58501, -2.79828, -5.06878)  -0.45
C (2.97333, -2.77684, -5.23749)  -0.60
C (3.72773, -1.81300, -4.56221)  -0.63
C (3.12010, -0.88258, -3.71927)  -0.47
C (-0.32319, 1.14132, -3.16430)  0.08
C (-1.60444, 1.27142, -2.61210)  -0.34
C (-2.53750, 2.09113, -3.22413)  -0.73
C (-2.21267, 2.81315, -4.37249)  -0.65
C (-0.93564, 2.66999, -4.94375)  -0.58
C (0.01041, 1.81644, -4.35628)  -0.18
C (-2.53293, 1.25047, 2.03667)  0.55
C (-3.33904, 2.32460, 2.48483)  -0.46
C (-4.73286, 2.24597, 2.47365)  -0.74
C (-5.35213, 1.06816, 2.02233)  -0.62
C (-4.56922, -0.02381, 1.62577)  -0.68
C (-3.17092, 0.04747, 1.66263)  -0.31
H (-0.11574, -1.87790, -4.13708)  0.34
H (0.98005, -3.54808, -5.57386)  0.44
H (3.45612, -3.52134, -5.87790)  0.41
H (4.80965, -1.80249, -4.68889)  0.43
H (3.72021, -0.11686, -3.23138)  0.43
H (1.25389, 3.04729, -2.33726)  0.36
H (2.75775, 4.50904, -1.02571)  0.47
H (4.36505, 3.54736, 0.59596)  0.43
H (4.50098, 1.07308, 0.87728)  0.47
H (3.18549, -0.42486, -0.59382)  0.50
H (-1.90933, 0.72314, -1.72197)  0.35
H (-3.53712, 2.15327, -2.81946)  0.48
H (-2.94156, 3.48177, -4.84451)  0.41
H (-0.67179, 3.22522, -5.85649)  0.42
H (0.98555, 1.68188, -4.84248)  0.46
H (-2.87827, 3.24027, 2.86248)  0.47
H (-5.34255, 3.09693, 2.80530)  0.44
H (-6.44570, 1.00344, 1.99650)  0.41
H (-5.06436, -0.95045, 1.30801)  0.44
H (-2.60745, -0.87085, 1.43798)  0.37
H (1.94503, 0.53941, 2.94669)  0.41
H (2.71105, -0.93389, 4.78920)  0.45
H (1.11151, -1.62392, 6.58306)  0.42
H (-1.25689, -0.82212, 6.52821)  0.43
H (-2.03576, 0.58474, 4.62336)  0.48
H (1.25815, 2.99902, 3.41444)  0.45
H (2.20745, 5.23541, 2.82569)  0.45
H (1.13961, 6.56725, 0.99363)  0.44
H (-0.78431, 5.62437, -0.32136)  0.42
H (-1.61564, 3.34421, 0.24539)  0.44
H (0.35171, 1.19328, 1.00497)  0.13
H (-0.42464, -2.44385, -0.86058)  0.37
O (-0.30423, -2.19926, 1.73056)  -0.33
C (-0.06572, -3.20901, 0.96619)  1.08
N (0.39386, -2.80626, -0.31847)  0.09
S (0.64738, -4.19302, -1.38272)  1.04
O (-0.24944, -3.80479, -2.44917)  -0.56
O (2.06031, -4.36965, -1.59204)  -0.58
C (-0.03224, -5.23810, -0.17192)  0.77
C (-0.29934, -6.58847, -0.38385)  -0.67
C (-0.99117, -7.31206, 0.59993)  -0.55
C (-1.42307, -6.64677, 1.75847)  -0.61
C (-1.13830, -5.29397, 1.97258)  -0.53
C (-0.38396, -4.57999, 1.01017)  -0.52
H (0.03781, -7.07507, -1.29668)  0.49
H (-1.19528, -8.38371, 0.45752)  0.43
H (-1.98322, -7.22794, 2.49971)  0.40
H (-1.49177, -4.78468, 2.86158)  0.59

Force components x, y, z for each atom (eV/Å):
0.3 0.3 0.2
1.3 0.5 -0.7
-0.3 0.4 -0.2
-0.2 0.5 -0.2
-0.2 -0.1 0.0
0.2 0.2 0.4
-1.0 -0.9 0.0
0.2 -0.1 0.5
0.1 -0.2 -0.1
-0.1 0.1 0.2
-0.3 0.1 -0.2
0.4 -0.1 0.0
-0.1 -0.2 0.2
0.1 2.5 0.1
-0.1 0.6 0.1
0.8 -0.3 -0.4
-0.2 -0.3 0.2
0.2 0.0 0.3
-0.1 -0.2 0.1
0.2 -0.3 -0.1
-0.4 0.3 0.1
0.5 -0.2 -0.9
0.3 0.3 0.2
0.2 -0.1 -0.2
-0.1 0.1 0.3
0.1 -0.2 -0.2
-0.2 -0.3 0.0
0.2 0.0 -0.6
0.4 0.2 -0.4
-0.2 0.3 -0.3
0.5 -0.1 -0.2
0.0 0.0 0.1
-0.6 0.2 0.0
-1.1 0.3 1.0
-0.2 0.0 -0.2
-0.1 -0.4 -0.2
0.3 0.2 0.0
-0.1 0.0 0.1
-0.1 0.2 -0.1
0.1 -0.1 0.0
0.1 0.2 0.0
-0.1 0.4 0.3
-0.3 0.1 0.0
-0.1 -0.2 0.0
0.1 -0.1 0.2
0.0 -0.1 -0.1
-0.3 -0.3 -0.3
-0.2 0.2 -0.4
-0.3 0.4 0.1
0.1 -0.1 0.0
-0.1 0.1 0.1
0.3 -0.4 0.2
-0.2 -0.3 0.5
-0.4 0.0 0.4
-0.1 -0.3 -0.2
0.4 -0.4 -0.1
0.5 0.0 0.0
0.3 0.4 0.2
-0.1 0.4 0.1
-0.1 -0.1 0.1
-0.5 0.2 -0.1
-0.2 0.3 -0.4
0.4 0.2 -0.6
0.2 -0.1 -0.1
-0.2 0.2 0.1
-0.5 -0.3 -0.4
-0.1 -0.5 0.1
0.4 -0.4 0.5
-0.2 0.2 0.2
0.8 0.7 0.4
0.3 -0.4 0.1
0.3 -4.5 -0.4
-1.1 4.3 1.0
0.2 -1.6 -1.1
1.4 2.1 -0.8
0.5 -1.4 0.8
-1.7 -0.3 0.2
-0.4 -1.8 -0.1
0.1 0.1 0.0
0.2 0.5 0.0
0.0 -0.1 0.0
0.5 -0.1 -0.2
-0.8 -1.9 0.7
-0.1 0.1 0.1
0.1 0.7 0.1
0.2 0.5 -0.2
0.1 -0.1 0.0